No. 1
ORCA calculation (the ωB97M-V functional and the def2-TZVPD basis) on C28H39AsN14SSr as an isolated structure.

Relative energy (zero: lowest compared OMol25 entry of this formula, charge and spin) ... 0.267 eV
F_max ... 1.0 eV Å⁻¹
Total charge ... +2
HOMO energy ... -13.312 eV
LUMO level ... -4.989 eV
Frontier orbital gap ... 0.3059 Eh

The geometry in XYZ format:
```
84
C28H39AsN14SSr (the ωB97M-V functional and the def2-TZVPD basis)
Sr 0.46 -0.04 -0.04
C -2.69 0.09 -4.50
C -1.23 0.11 -4.18
C -0.47 -1.05 -4.23
C 0.90 -1.03 -4.00
C 1.53 0.18 -3.71
C 0.78 1.34 -3.65
C -0.59 1.31 -3.87
H -3.13 -0.89 -4.32
H -2.85 0.34 -5.56
H -3.24 0.83 -3.91
H -0.96 -1.99 -4.47
H 1.48 -1.93 -4.09
H 2.61 0.21 -3.59
H 1.27 2.29 -3.47
H -1.16 2.23 -3.85
N -2.58 1.02 1.93
C -1.85 2.15 1.84
N -2.23 3.19 2.57
C -1.47 4.27 2.45
N -1.78 5.35 3.17
N -0.38 4.36 1.64
C -0.09 3.27 0.98
N -0.76 2.11 1.04
C 1.14 3.36 0.12
C 1.78 4.58 -0.05
C 2.94 4.63 -0.80
C 3.44 3.46 -1.35
C 2.73 2.28 -1.15
N 1.60 2.24 -0.44
H -3.43 1.10 2.47
H -2.57 0.37 1.15
H -2.58 5.33 3.77
H -1.22 6.18 3.07
H 1.37 5.47 0.42
H 3.46 5.57 -0.95
H 4.35 3.44 -1.94
H 3.08 1.35 -1.57
N 1.90 1.37 2.98
C 2.80 0.46 2.56
N 3.96 0.44 3.19
C 4.82 -0.49 2.76
N 6.01 -0.57 3.34
N 4.55 -1.40 1.79
C 3.38 -1.27 1.22
N 2.44 -0.36 1.54
C 3.05 -2.31 0.17
C 3.89 -3.40 0.02
C 3.54 -4.39 -0.89
C 2.37 -4.25 -1.61
C 1.60 -3.11 -1.41
N 1.94 -2.15 -0.55
H 2.14 1.92 3.78
H 0.94 1.35 2.68
H 6.25 0.07 4.08
H 6.66 -1.27 3.04
H 4.78 -3.48 0.62
H 4.17 -5.26 -1.02
H 2.05 -5.00 -2.32
H 0.68 -2.96 -1.97
C -2.51 -3.34 1.47
As -0.84 -2.38 1.76
C 0.38 -3.89 1.97
C -1.05 -1.91 3.64
H -2.65 -4.09 2.24
H -2.48 -3.83 0.49
H -3.34 -2.64 1.48
H -0.01 -4.58 2.72
H 1.35 -3.53 2.29
H 0.49 -4.42 1.03
H -1.23 -2.80 4.24
H -1.88 -1.22 3.76
H -0.14 -1.43 4.00
C -6.35 0.80 -0.90
N -4.90 0.67 -0.85
C -4.23 -0.45 -1.13
N -4.91 -1.55 -1.43
S -2.53 -0.49 -1.11
H -6.62 1.79 -0.55
H -6.82 0.07 -0.24
H -6.72 0.68 -1.91
H -4.33 1.49 -0.72
H -5.91 -1.55 -1.56
H -4.40 -2.39 -1.65
```

natural (NBO) atomic charge list, values in e, 5 entries: Sr 1.781; C -0.638; C 0.006; C -0.178; C -0.236

---

No. 2
ORCA calculation (the ωB97M-V functional and the def2-TZVPD basis) on one molecule with the formula C15H18N6O2S2 in a non-equilibrium geometry.

F_max ... 1.7 eV Å⁻¹
SMILES ... Cc1nnc(NC(=O)[C@@H](C)Sc2nnc(-c3ccco3)n2C(C)C)s1
HOMO energy ... -7.973 eV
LUMO level ... 0.530 eV
Frontier orbital gap ... 0.3125 Eh

The geometry in XYZ format:
```
43
C15H18N6O2S2 (the ωB97M-V functional and the def2-TZVPD basis)
C 4.22 -1.97 -3.22
C 2.89 -2.31 -2.69
N 1.97 -2.92 -3.35
N 0.84 -3.13 -2.67
C 0.89 -2.67 -1.47
N -0.15 -2.77 -0.58
C -0.08 -2.23 0.67
O 0.94 -1.76 1.12
C -1.36 -2.38 1.48
C -1.23 -3.55 2.45
S -1.59 -0.83 2.43
C -1.33 0.24 1.10
N -1.31 -0.18 -0.14
N -1.06 0.86 -0.93
C -0.93 1.93 -0.17
C -0.66 3.22 -0.72
C -0.45 3.53 -2.04
C -0.23 4.92 -2.09
C -0.31 5.36 -0.80
O -0.56 4.34 0.04
N -1.10 1.58 1.16
C -1.00 2.42 2.34
C 0.21 2.00 3.18
C -2.30 2.37 3.14
S 2.41 -1.91 -1.03
H 4.37 -0.90 -3.20
H 4.29 -2.33 -4.25
H 5.00 -2.44 -2.62
H -1.03 -3.06 -0.98
H -2.23 -2.49 0.83
H -2.11 -3.61 3.09
H -1.13 -4.48 1.90
H -0.35 -3.42 3.07
H -0.47 2.84 -2.86
H -0.03 5.52 -2.95
H -0.20 6.33 -0.36
H -0.84 3.44 1.98
H 1.11 2.00 2.57
H 0.34 2.69 4.00
H 0.06 0.99 3.58
H -2.46 1.37 3.53
H -3.14 2.64 2.51
H -2.24 3.07 3.96
```

natural (NBO) atomic charge list, values in e, 5 entries: C -0.655; C 0.034; N -0.263; N -0.307; C 0.205

---

No. 3
ORCA calculation (the ωB97M-V functional and the def2-TZVPD basis) on C17H33MoNO3P2 as an isolated structure in a non-equilibrium geometry.

Relative energy (zero: lowest compared OMol25 entry of this formula, charge and spin) ... 2.274 eV
F_max ... 4.1 eV Å⁻¹
HOMO energy (alpha / beta) ... -5.110 / -7.345 eV
LUMO level (alpha / beta) ... 0.294 / 0.026 eV
Frontier orbital gap (alpha / beta) ... 0.1986 / 0.2709 Eh
Expectation value of S² ... 2.033
Spin multiplicity ... 3

The geometry in XYZ format:
```
57
C17H33MoNO3P2 (the ωB97M-V functional and the def2-TZVPD basis)
Mo -0.11 -0.26 -0.11
P 2.55 -0.54 -0.11
P -2.58 -0.13 0.12
N -0.15 0.53 -1.67
H 1.24 0.65 0.25
C 3.02 -2.04 -1.01
H 4.11 -2.18 -0.94
H 2.72 -1.94 -2.07
H 2.50 -2.91 -0.58
C 3.43 -0.61 1.49
H 4.49 -0.87 1.28
H 2.98 -1.38 2.14
H 3.35 0.36 2.01
C 3.26 0.91 -1.01
H 4.35 0.91 -0.93
H 2.85 1.83 -0.58
H 2.95 0.85 -2.07
C -3.60 -1.40 -0.70
H -4.67 -1.22 -0.52
H -3.33 -2.39 -0.30
H -3.41 -1.39 -1.78
C -3.31 -0.06 1.78
H -4.40 0.04 1.71
H -2.91 0.80 2.34
H -3.06 -0.98 2.31
C -3.10 1.44 -0.66
H -4.17 1.60 -0.49
H -2.91 1.40 -1.74
H -2.53 2.27 -0.22
C -0.08 1.46 -2.66
C -0.02 2.01 -5.01
C -0.03 1.06 -4.01
C -0.05 2.84 -2.32
C -0.05 3.79 -3.35
C -0.04 3.38 -4.69
H -0.01 1.69 -6.05
H -0.01 -0.02 -4.21
H -0.05 3.13 -1.27
H -0.05 4.84 -3.10
H -0.03 4.13 -5.49
C -0.75 -3.50 2.20
O -1.97 -3.55 1.99
C 0.24 -4.25 1.33
H 0.45 -5.22 1.83
H 1.17 -3.70 1.15
H -0.20 -4.48 0.36
C -0.15 -2.72 3.34
H -0.84 -2.83 4.20
H -0.04 -1.65 3.09
H 0.83 -3.10 3.63
C 0.56 1.98 3.68
O 0.70 1.04 2.60
C -0.08 1.35 1.48
O -0.71 2.41 1.40
H 0.85 3.00 3.37
H 1.25 1.63 4.45
H -0.47 1.98 4.08
```

natural (NBO) atomic charge list, values in e, 5 entries: Mo 0.260; P 1.069; P 1.010; N -0.601; H 0.044

---

No. 4
ORCA calculation (the ωB97M-V functional and the def2-TZVPD basis) on C27H44Br16NO5 as an isolated structure in a non-equilibrium geometry.

F_max ... 8.6 eV Å⁻¹
Total charge ... -1
HOMO energy ... -4.327 eV
LUMO level ... 1.433 eV
Frontier orbital gap ... 0.2117 Eh

The geometry in XYZ format:
```
93
C27H44Br16NO5 (the ωB97M-V functional and the def2-TZVPD basis)
O 2.51 -2.56 5.33
C 3.59 -2.09 4.63
O 4.89 -2.01 5.30
C 3.47 -1.57 3.05
N 2.03 -1.55 2.59
C 1.70 -0.31 1.79
O 0.85 0.58 2.64
C -0.25 -0.27 3.20
C -1.49 -0.67 2.15
C -2.67 -1.65 2.79
C -2.65 -2.21 4.36
C -1.44 -1.79 5.38
C -0.25 -0.81 4.79
C 1.65 -2.77 1.77
C 2.33 -4.18 2.26
O 3.30 -4.69 1.45
O 2.02 -4.93 3.48
H 3.82 -0.43 3.09
H 4.21 -2.12 2.33
H 1.06 -0.57 0.82
H 2.63 0.29 1.41
H -1.52 -0.29 1.04
H -3.54 -1.97 2.06
H -3.52 -2.92 4.75
H -1.34 -2.15 6.51
H 0.68 -0.45 5.42
H 1.80 -2.62 0.60
H 0.47 -2.91 1.90
H 1.06 -4.84 3.75
Br 8.99 -6.63 4.37
C 8.60 -4.90 5.19
C 7.27 -4.37 4.73
Br 7.39 -3.64 2.92
H 9.44 -4.24 4.96
H 8.59 -5.10 6.27
H 6.96 -3.52 5.35
H 6.48 -5.12 4.72
Br -2.79 4.35 -0.29
C -1.89 3.14 -1.52
C -2.02 1.70 -1.09
Br -0.82 1.31 0.40
H -0.85 3.48 -1.60
H -2.38 3.30 -2.49
H -1.71 1.03 -1.89
H -3.03 1.44 -0.76
Br -0.69 -1.20 -1.84
C 0.21 -2.40 -3.08
C 0.08 -3.84 -2.64
Br 1.28 -4.24 -1.16
H 1.25 -2.06 -3.15
H -0.28 -2.25 -4.04
H 0.39 -4.52 -3.44
H -0.93 -4.11 -2.31
Br -6.14 6.48 1.84
C -4.88 7.63 2.80
C -3.62 6.88 3.15
Br -3.91 5.69 4.67
H -5.41 8.03 3.67
H -4.66 8.45 2.10
H -2.84 7.57 3.47
H -3.24 6.26 2.33
Br 2.91 -2.95 -5.02
C 3.12 -1.62 -6.44
C 2.44 -0.32 -6.08
Br 0.50 -0.45 -6.30
H 2.73 -2.08 -7.36
H 4.20 -1.48 -6.54
H 2.75 0.47 -6.76
H 2.63 -0.01 -5.05
Br -4.53 -1.90 -2.11
C -5.18 -0.34 -3.09
C -4.79 -0.40 -4.55
Br -2.90 0.05 -4.79
H -4.79 0.54 -2.58
H -6.27 -0.37 -2.98
H -5.34 0.34 -5.13
H -4.94 -1.39 -4.99
Br -6.86 3.41 -1.78
C -7.94 4.96 -1.27
C -9.32 4.89 -1.88
Br -9.28 5.36 -3.77
H -7.38 5.85 -1.57
H -8.00 4.92 -0.18
H -9.98 5.63 -1.42
H -9.77 3.90 -1.81
Br 3.71 1.14 -2.73
C 5.60 1.60 -2.84
C 6.02 1.85 -4.27
Br 6.23 0.17 -5.25
H 6.16 0.79 -2.36
H 5.71 2.51 -2.25
H 7.00 2.32 -4.31
H 5.31 2.46 -4.83
```

Löwdin atomic charge list, values in e, 5 entries: O -0.177; C -0.399; O -0.297; C -0.105; N -0.154

---

No. 5
ORCA calculation (the ωB97M-V functional and the def2-TZVPD basis) on C40H52CrN8O2P2SeSi as an isolated structure.

Relative energy (zero: lowest compared OMol25 entry of this formula, charge and spin) ... 1.228 eV
F_max ... 1.0 eV Å⁻¹
Total charge ... +1
HOMO energy (alpha / beta) ... -9.539 / -9.540 eV
LUMO level (alpha / beta) ... -3.311 / -2.804 eV
Frontier orbital gap (alpha / beta) ... 0.2289 / 0.2475 Eh
Expectation value of S² ... 3.887
Spin multiplicity ... 4

The geometry in XYZ format:
```
107
C40H52CrN8O2P2SeSi (the ωB97M-V functional and the def2-TZVPD basis)
Cr -1.03 0.07 -0.24
C 1.97 3.46 4.96
C 0.74 2.92 5.31
C -0.08 2.36 4.35
C 0.32 2.36 3.02
C 1.56 2.88 2.66
C 2.38 3.43 3.64
N -0.49 1.79 2.00
N -2.70 2.23 1.16
C -3.63 1.47 0.45
C -4.99 1.79 0.44
C -5.84 1.01 -0.31
C -5.34 -0.08 -1.01
C -3.98 -0.30 -0.98
N -3.12 0.46 -0.28
H 2.60 3.90 5.72
H 0.42 2.92 6.35
H -1.04 1.94 4.63
H 1.89 2.84 1.63
H 3.33 3.85 3.35
H -5.34 2.62 1.03
H -6.90 1.24 -0.33
H -5.97 -0.72 -1.60
H -3.54 -1.12 -1.53
O 2.50 -0.61 1.70
C 1.31 -0.62 1.47
O 0.80 -0.35 0.29
C 0.35 -1.03 2.60
P -1.36 -1.04 1.98
C -2.31 0.32 2.74
C -1.89 1.65 2.21
C -2.83 2.82 2.49
C -3.97 2.55 3.39
C -4.29 1.31 3.77
C -3.47 0.17 3.39
C -2.21 -2.53 2.55
C -1.84 -3.18 3.72
C -2.52 -4.33 4.12
C -3.56 -4.82 3.34
C -3.93 -4.17 2.17
C -3.25 -3.03 1.77
H 0.48 -0.34 3.44
H 0.65 -2.03 2.94
H -0.29 2.20 1.10
H -2.40 3.81 2.52
H -4.51 3.41 3.78
H -5.13 1.14 4.43
H -3.79 -0.82 3.69
H -1.04 -2.80 4.34
H -2.24 -4.84 5.03
H -4.09 -5.71 3.65
H -4.74 -4.55 1.57
H -3.52 -2.53 0.85
C 0.04 -3.68 -0.03
N 0.67 -3.60 -1.33
C 1.62 -4.48 -1.81
C 1.93 -4.08 -3.06
N 1.18 -2.96 -3.33
C 1.21 -2.21 -4.58
C 0.40 -2.67 -2.27
Se -0.88 -1.31 -2.33
H 0.59 -4.39 0.58
H -1.00 -4.01 -0.13
H 0.07 -2.70 0.43
H 2.00 -5.29 -1.21
H 2.63 -4.49 -3.77
H 2.12 -2.46 -5.10
H 1.19 -1.14 -4.35
H 0.34 -2.46 -5.19
C -0.10 2.38 -4.30
Si -1.38 2.36 -2.94
C -2.88 1.42 -3.56
C -1.96 4.09 -2.53
C -0.55 1.69 -1.39
H -0.47 2.88 -5.20
H 0.17 1.36 -4.57
H 0.81 2.89 -3.98
H -3.11 1.74 -4.58
H -3.76 1.63 -2.95
H -2.73 0.34 -3.59
H -2.46 4.57 -3.38
H -1.13 4.73 -2.23
H -2.67 4.06 -1.70
H -0.57 2.54 -0.69
H 0.50 1.47 -1.61
C 5.70 -1.16 -2.81
N 5.23 -1.53 -1.48
C 5.89 -0.67 -0.49
N 5.72 0.75 -0.75
C 6.19 1.05 -2.10
N 5.53 0.25 -3.14
C 4.11 0.60 -3.24
P 3.12 0.30 -1.69
C 3.78 -1.41 -1.37
C 4.33 1.16 -0.56
H 5.17 -1.76 -3.55
H 6.77 -1.40 -2.87
H 6.96 -0.89 -0.52
H 5.50 -0.91 0.50
H 7.26 0.84 -2.14
H 6.03 2.11 -2.31
H 3.67 0.02 -4.06
H 4.02 1.65 -3.51
H 3.32 -2.11 -2.08
H 3.47 -1.70 -0.36
H 4.03 0.96 0.47
H 4.25 2.24 -0.73
```

Löwdin atomic charge list, values in e, 5 entries: Cr 0.388; C -0.083; C -0.072; C -0.026; C -0.244

---

No. 6
ORCA calculation (the ωB97M-V functional and the def2-TZVPD basis) on one molecule with the formula F2HNS in a non-equilibrium geometry.

Relative energy (zero: lowest compared OMol25 entry of this formula, charge and spin) ... 0.000 eV
F_max ... 3.8 eV Å⁻¹
HOMO energy ... -11.550 eV
LUMO level ... 0.489 eV
Frontier orbital gap ... 0.4424 Eh

The geometry in XYZ format:
```
5
F2HNS (the ωB97M-V functional and the def2-TZVPD basis)
N -0.90 -0.03 -0.36
F 1.23 1.14 -0.19
F 1.24 -1.09 -0.20
S 0.27 0.01 0.54
H -1.83 -0.04 0.21
```

Partial charges, natural (NBO), in e: N -1.043; F -0.507; F -0.503; S 1.649; H 0.404

---

No. 7
ORCA calculation (the ωB97M-V functional and the def2-TZVPD basis) on one molecule with the formula C5H7IOS in a non-equilibrium geometry.

Relative energy (zero: lowest compared OMol25 entry of this formula, charge and spin) ... 2.059 eV
F_max ... 2.8 eV Å⁻¹
HOMO energy (alpha / beta) ... -8.404 / -8.600 eV
LUMO level (alpha / beta) ... -0.898 / -1.776 eV
Frontier orbital gap (alpha / beta) ... 0.2758 / 0.2508 Eh

The geometry in XYZ format:
```
15
C5H7IOS (the ωB97M-V functional and the def2-TZVPD basis)
C 0.43 0.99 -0.03
C 1.49 0.54 0.57
C -0.91 -0.68 1.22
C -1.07 -1.85 0.25
C 0.57 1.91 -1.26
O -0.80 0.54 0.45
S 0.37 -2.24 -0.84
I 3.46 0.49 0.17
H -1.91 -0.68 1.58
H -0.17 -0.97 1.94
H -1.30 -2.73 0.81
H -1.89 -1.63 -0.36
H 1.06 2.88 -0.79
H -0.49 1.97 -1.64
H 1.17 1.44 -2.06
```

natural (NBO) atomic charge list, values in e, 5 entries: C 0.161; C -0.235; C -0.071; C -0.555; C -0.665

---

No. 8
ORCA calculation (the ωB97M-V functional and the def2-TZVPD basis) on one molecule with the formula C4H7NS in a non-equilibrium geometry.

Relative energy (zero: lowest compared OMol25 entry of this formula, charge and spin) ... 1.011 eV
F_max ... 2.1 eV Å⁻¹
SMILES ... C1=NSCCC1
HOMO energy ... -8.387 eV
LUMO level ... 0.951 eV
Frontier orbital gap ... 0.3432 Eh

The geometry in XYZ format:
```
13
C4H7NS (the ωB97M-V functional and the def2-TZVPD basis)
C 0.03 -1.61 -0.03
N -1.23 -1.56 -0.09
S -2.18 -0.23 -0.09
C -0.90 1.13 0.25
C 0.40 0.77 -0.44
C 1.01 -0.46 0.15
H 0.46 -2.58 -0.07
H -1.41 1.99 -0.18
H -0.74 1.29 1.31
H 0.35 0.77 -1.55
H 1.10 1.57 -0.17
H 2.00 -0.65 -0.31
H 1.10 -0.42 1.22
```

natural (NBO) atomic charge list, values in e, 5 entries: C 0.102; N -0.597; S 0.435; C -0.527; C -0.421

---

No. 9
ORCA calculation (the ωB97M-V functional and the def2-TZVPD basis) on C17H12AuN7S2Se as an isolated structure.

Relative energy (zero: lowest compared OMol25 entry of this formula, charge and spin) ... 0.000 eV
F_max ... 0.4 eV Å⁻¹
HOMO energy ... -7.387 eV
LUMO level ... -0.260 eV
Frontier orbital gap ... 0.2619 Eh

The geometry in XYZ format:
```
40
C17H12AuN7S2Se (the ωB97M-V functional and the def2-TZVPD basis)
Au -1.39 0.11 -0.71
Se 5.02 -1.68 4.53
N 4.14 -0.18 4.16
C 3.34 -0.44 3.16
C 2.43 0.54 2.58
C 2.35 1.85 3.05
C 1.45 2.72 2.47
C 0.66 2.24 1.43
N 0.74 1.01 0.96
C 1.61 0.16 1.51
C 1.67 -1.22 0.97
N 0.87 -1.51 -0.06
C 0.87 -2.75 -0.53
C 1.67 -3.76 -0.02
C 2.51 -3.47 1.02
C 2.52 -2.17 1.54
C 3.38 -1.79 2.65
N 4.21 -2.60 3.24
H 2.98 2.15 3.88
H 1.35 3.74 2.82
H -0.08 2.88 0.96
H 0.19 -2.94 -1.35
H 1.62 -4.76 -0.44
H 3.16 -4.21 1.46
S -0.99 -1.81 3.22
C -1.67 -1.32 1.85
N -2.18 -0.98 0.84
C -3.34 -0.31 -3.51
N -3.31 1.15 -3.50
C -4.35 1.97 -3.91
C -3.95 3.24 -3.74
N -2.66 3.17 -3.24
C -2.27 1.89 -3.07
S -0.74 1.39 -2.52
H -4.20 -0.63 -4.08
H -3.39 -0.68 -2.48
H -2.43 -0.69 -3.96
H -5.28 1.57 -4.27
H -4.45 4.17 -3.93
H -2.07 3.94 -2.97
```

natural (NBO) atomic charge list, values in e, 5 entries: Au 0.566; Se 0.904; N -0.608; C 0.138; C -0.126